Entry 1:
{"formula": "C58H158AgN13O16", "method": "ωB97M-V/def2-TZVPD", "symbols": ["O", "H", "H", "H", "C", "O", "O", "H", "C", "C", "H", "H", "N", "C", "H", "H", "H", "O", "N", "H", "H", "C", "H", "H", "H", "C", "H", "H", "H", "H", "N", "H", "H", "H", "C", "H", "H", "C", "O", "H", "H", "H", "H", "H", "H", "H", "C", "C", "N", "C", "N", "H", "H", "H", "H", "C", "H", "C", "C", "H", "H", "C", "H", "H", "H", "H", "H", "H", "H", "H", "H", "C", "C", "C", "H", "H", "H", "H", "H", "O", "H", "C", "C", "C", "H", "O", "H", "H", "H", "C", "H", "O", "H", "H", "C", "H", "N", "N", "H", "H", "H", "H", "H", "C", "H", "H", "H", "N", "H", "C", "H", "H", "H", "N", "H", "H", "N", "H", "H", "H", "H", "N", "H", "H", "H", "H", "H", "H", "C", "C", "H", "H", "H", "H", "O", "C", "H", "H", "H", "O", "H", "H", "Ag", "H", "H", "H", "C", "H", "H", "O", "C", "H", "H", "H", "H", "H", "H", "C", "H", "H", "C", "H", "C", "C", "H", "C", "H", "H", "H", "H", "O", "C", "H", "C", "H", "C", "H", "H", "H", "H", "H", "H", "H", "O", "H", "H", "H", "H", "C", "H", "H", "H", "H", "C", "H", "H", "H", "C", "H", "H", "O", "H", "H", "C", "C", "C", "H", "C", "C", "H", "C", "H", "H", "H", "H", "C", "C", "H", "C", "H", "C", "H", "H", "H", "H", "C", "C", "H", "H", "C", "O", "H", "H", "H", "C", "N", "O", "H", "C", "H", "C", "C", "H", "H", "H", "N"], "coordinates": [[24.01916, 24.82643, 18.45128], [24.99456, 17.12281, 12.71210], [25.83078, 23.30501, 20.41489], [17.30282, 19.63462, 12.59225], [19.04951, 24.95356, 15.91926], [17.88581, 25.31846, 15.25175], [18.37137, 21.87253, 15.70009], [22.13457, 14.37362, 15.79464], [22.36530, 17.74093, 8.06197], [26.18181, 14.33176, 16.50080], [15.78099, 23.77774, 13.31040], [25.09655, 18.33505, 14.04657], [25.33866, 19.92404, 17.65667], [15.98487, 15.24042, 12.46520], [19.92554, 25.15060, 15.26804], [23.19997, 13.37359, 19.68541], [19.58432, 16.57864, 15.15936], [8.56194, 16.35217, 13.01729], [11.47557, 18.16572, 14.26763], [21.67878, 22.19843, 19.82956], [15.22815, 19.28455, 17.20668], [27.73926, 15.10296, 10.94553], [8.99701, 18.19940, 13.85795], [16.92935, 18.74510, 16.21228], [25.01718, 24.05345, 16.87326], [17.41224, 15.73524, 12.11816], [26.64240, 14.70241, 15.60190], [6.82140, 16.55983, 14.26220], [24.46828, 18.03737, 17.78422], [20.59816, 17.94039, 14.67501], [20.66011, 24.51768, 20.20868], [26.54345, 25.13451, 18.34401], [18.49282, 23.96469, 22.07625], [24.63260, 22.84301, 18.07897], [23.78617, 15.16026, 10.15577], [27.52609, 15.46321, 13.49607], [13.70473, 18.76378, 18.01580], [20.50922, 19.75573, 20.62411], [21.58951, 16.15395, 14.86851], [6.67649, 15.74895, 12.82112], [21.41900, 16.50125, 6.71366], [13.02849, 22.62977, 19.79404], [22.88170, 16.00346, 7.19017], [24.17848, 14.31318, 9.60517], [28.86596, 15.24376, 10.91098], [22.84603, 14.86424, 10.57021], [17.70102, 19.42478, 15.72505], [11.35600, 15.75788, 14.21582], [14.10181, 20.52151, 15.02008], [22.98416, 25.04723, 17.49314], [15.98856, 13.82011, 12.69168], [17.34460, 16.84798, 12.04633], [19.08442, 23.84811, 16.00554], [17.66984, 24.35183, 11.33594], [16.99387, 15.78105, 20.77111], [14.15752, 24.89008, 15.58490], [23.45141, 25.29684, 16.49168], [7.40830, 15.85917, 13.63081], [15.50533, 16.08850, 13.61168], [27.03447, 22.03749, 18.10904], [27.89003, 15.95650, 17.16246], [20.68168, 22.14546, 12.40153], [22.48928, 17.63276, 10.27333], [27.35184, 17.53884, 14.64684], [18.72834, 22.25130, 21.84910], [7.55176, 14.87159, 14.11851], [18.70804, 18.91998, 15.83374], [21.25259, 19.64901, 13.25947], [14.56240, 21.82112, 20.18462], [20.03529, 23.06619, 12.46932], [20.30933, 18.76216, 11.99135], [16.83442, 19.20029, 20.51861], [27.62736, 16.37431, 12.89597], [21.19108, 18.67509, 8.06708], [22.24998, 18.45384, 17.60855], [24.94818, 18.91153, 20.14939], [21.10268, 22.10770, 17.25359], [13.12217, 22.13734, 16.75254], [15.53450, 16.74274, 22.25696], [23.61996, 16.15071, 9.18749], [18.17195, 17.08291, 21.23284], [24.22832, 19.11241, 18.06270], [20.24898, 12.57673, 14.95140], [22.43598, 16.91261, 9.36966], [20.03146, 11.86819, 14.15074], [22.35680, 20.57300, 17.66177], [16.67866, 20.96198, 16.60992], [25.05255, 20.90554, 17.78381], [15.35963, 15.42395, 11.52726], [14.20750, 19.04683, 17.02720], [23.21509, 19.59601, 13.07031], [18.21000, 16.64885, 19.33230], [16.94011, 20.64970, 10.65685], [28.27521, 23.22459, 18.22974], [22.88786, 14.15992, 18.94096], [24.57535, 15.42913, 10.92220], [27.21530, 18.84301, 12.99218], [21.91269, 13.57084, 13.31909], [16.51972, 25.74301, 16.76170], [19.81796, 19.16217, 21.26715], [12.42100, 17.94657, 14.58343], [25.30290, 16.32225, 16.91827], [15.50126, 17.65283, 19.97173], [24.00037, 19.16376, 19.61464], [21.11875, 22.05863, 13.39983], [19.79296, 15.12983, 11.58584], [21.59389, 24.47222, 19.86114], [15.74050, 23.53407, 14.30447], [26.99173, 18.86587, 12.00149], [15.52718, 24.80578, 14.96046], [15.64870, 24.35802, 10.09788], [20.02103, 19.96042, 19.69010], [16.57347, 15.68615, 18.49696], [27.17527, 16.17329, 17.78629], [17.54153, 18.99060, 8.93243], [15.46345, 17.10819, 13.20502], [18.78519, 20.52931, 12.82080], [20.89220, 23.32370, 21.99824], [13.32669, 24.73365, 14.85359], [14.50071, 15.96101, 13.98049], [24.75207, 15.94705, 19.20612], [22.38835, 16.82878, 6.93231], [16.87501, 23.96596, 16.36118], [19.49626, 16.52254, 10.54459], [27.32421, 23.33983, 16.73034], [22.01475, 13.85044, 18.39360], [9.20445, 16.84625, 14.93315], [25.35621, 19.83849, 16.65351], [19.95770, 20.83766, 12.06541], [16.45241, 23.65840, 9.69501], [18.41909, 18.61135, 10.39618], [23.06599, 19.31108, 16.29668], [25.87298, 24.85743, 20.35626], [21.38456, 19.43754, 8.90299], [16.67414, 22.59992, 11.90656], [18.84028, 23.20662, 21.37530], [18.13895, 20.86221, 17.48646], [19.04702, 25.38693, 16.89437], [16.09636, 13.29290, 11.85465], [22.07327, 19.79817, 11.34957], [23.65749, 20.13540, 19.99776], [27.27022, 14.94139, 10.02569], [17.63726, 22.13940, 13.72916], [23.34985, 18.39338, 11.78821], [15.11438, 13.58057, 13.10545], [14.23268, 18.19416, 16.32591], [17.45989, 18.63498, 9.96039], [22.35755, 14.42048, 13.06145], [21.49890, 21.05718, 15.91104], [23.87759, 14.45156, 17.97662], [25.89373, 15.51576, 17.36388], [12.43146, 19.97971, 16.24885], [22.52928, 15.06002, 19.49191], [15.12236, 18.26845, 22.30573], [17.49933, 19.58859, 14.69070], [21.56492, 16.28426, 9.50600], [19.26945, 20.14177, 13.65391], [20.41645, 16.91302, 14.57787], [22.35282, 24.17770, 17.26087], [18.30286, 22.82125, 10.59577], [10.83469, 17.03400, 13.62144], [26.80921, 13.62590, 17.05483], [20.89922, 19.69208, 12.20989], [20.74671, 22.15304, 20.31912], [27.67199, 14.14713, 11.51920], [17.44915, 16.74608, 20.51000], [17.71695, 19.44077, 21.13606], [20.53090, 25.42101, 20.60421], [19.90419, 14.33750, 13.70958], [28.19683, 19.16141, 13.09396], [17.85832, 15.11235, 10.95706], [23.30056, 19.49570, 11.98094], [11.68809, 18.85971, 13.56121], [22.89147, 19.35944, 17.34997], [17.96061, 15.91762, 17.43758], [17.36274, 23.36273, 10.90550], [14.48820, 22.83961, 18.92102], [24.14169, 20.02459, 11.52538], [18.01386, 15.53605, 12.95979], [21.47886, 19.32972, 20.42487], [16.04660, 19.87664, 20.76197], [19.79310, 20.80138, 11.00731], [19.45252, 14.86194, 9.75705], [27.11102, 16.18373, 11.59294], [13.98650, 25.84605, 15.97477], [21.20762, 19.11746, 7.10165], [20.48530, 14.94402, 16.14241], [10.92251, 17.14915, 12.60973], [16.33994, 17.81908, 20.71069], [20.01632, 21.96875, 19.53752], [14.14083, 24.21382, 16.48351], [18.34601, 23.12239, 20.35846], [28.70052, 16.66673, 12.81383], [27.25426, 23.08457, 17.84431], [19.28857, 12.64521, 15.43926], [11.50082, 15.87656, 15.28997], [23.34715, 18.35621, 19.99957], [25.41440, 17.38185, 13.69749], [12.31182, 15.44463, 13.84107], [20.33145, 20.55776, 17.23643], [16.59290, 19.19953, 12.10612], [16.21662, 15.96721, 14.45308], [21.54857, 13.24314, 12.43944], [17.75222, 20.81868, 16.44798], [13.90449, 22.12557, 19.38894], [21.23248, 14.87513, 15.31710], [22.35000, 25.84339, 17.89061], [20.72668, 13.88815, 14.25169], [19.27870, 15.42985, 10.67997], [27.08000, 17.15474, 17.90710], [21.27545, 21.08977, 16.94935], [16.07193, 22.78227, 9.18653], [17.05420, 17.67595, 10.06047], [15.52680, 25.55273, 14.11796], [10.64070, 14.93084, 14.08972], [26.94136, 17.51236, 13.63154], [26.28879, 24.05501, 18.51253], [20.23639, 18.16610, 8.17847], [13.75460, 21.37832, 17.19439], [23.23985, 18.41017, 8.01574], [13.52120, 20.15544, 16.32099], [17.00932, 17.34144, 17.76348], [14.80282, 21.60925, 17.09532], [20.17865, 16.82752, 13.51422], [21.04774, 12.09670, 15.55649], [24.93225, 23.89373, 17.94704], [16.62586, 19.65763, 10.72884], [25.23779, 13.89561, 16.19621], [15.62139, 19.61054, 10.35168], [9.35017, 17.14923, 13.92653], [13.47067, 21.06483, 18.55526], [13.33696, 20.52040, 14.30765], [14.87953, 19.94525, 14.71205], [25.01138, 16.58884, 14.44958], [16.69375, 25.01097, 15.92235], [26.39647, 24.07584, 20.00245], [20.71052, 21.05687, 21.25210], [21.46481, 22.41383, 11.71383], [17.34819, 16.38814, 18.17117], [15.01760, 22.81914, 14.39554], [25.01778, 15.08878, 18.54796], [20.33765, 23.40541, 21.05008], [17.09413, 24.26157, 9.10141], [17.04891, 19.42517, 19.45604], [25.58064, 14.43217, 19.18273], [15.86363, 17.65212, 22.10220]], "lowdin_charge": [-0.18, 0.06, 0.08, -0.03, -0.13, -0.20, -0.42, 0.13, -0.45, -0.05, 0.05, 0.04, 0.06, -0.45, 0.10, 0.10, 0.08, -0.18, 0.05, 0.10, 0.03, -0.12, 0.13, 0.05, 0.12, -0.25, 0.05, 0.09, 0.12, 0.05, 0.07, 0.15, 0.07, 0.12, -0.10, 0.11, 0.11, -0.05, -0.17, 0.08, 0.09, 0.09, 0.04, 0.08, 0.10, 0.06, -0.08, -0.05, 0.07, -0.10, 0.05, 0.11, 0.06, 0.09, 0.12, -0.07, 0.10, -0.15, -0.06, 0.06, 0.03, -0.05, 0.12, 0.13, 0.06, 0.09, 0.07, 0.10, 0.07, 0.07, 0.12, -0.06, -0.23, -0.06, 0.15, 0.08, 0.07, 0.12, 0.04, -0.20, 0.11, -0.42, -0.06, -0.18, 0.06, -0.19, 0.05, 0.05, 0.16, -0.07, 0.08, -0.18, 0.05, 0.07, -0.11, 0.09, 0.03, 0.06, 0.13, 0.08, 0.06, 0.11, 0.14, -0.06, 0.07, 0.05, 0.04, 0.00, 0.07, -0.43, 0.09, 0.07, 0.09, 0.07, 0.08, 0.07, -0.08, 0.14, 0.10, 0.04, 0.12, 0.04, 0.13, 0.08, 0.10, 0.07, 0.10, 0.07, -0.52, -0.11, 0.03, 0.10, 0.05, 0.10, -0.44, -0.04, 0.08, 0.07, 0.06, -0.22, 0.07, 0.06, 1.02, 0.07, 0.05, 0.08, -0.07, 0.03, 0.07, -0.21, -0.43, 0.14, 0.09, 0.05, 0.01, 0.09, 0.02, -0.08, 0.08, 0.09, -0.43, 0.10, -0.20, -0.22, 0.09, -0.23, 0.08, 0.07, 0.10, 0.08, -0.18, -0.10, 0.07, -0.24, 0.06, -0.43, 0.05, 0.09, 0.09, 0.05, 0.05, 0.12, 0.09, -0.19, 0.04, 0.06, 0.12, 0.11, -0.44, 0.11, 0.08, 0.10, 0.13, -0.07, 0.07, 0.09, 0.06, -0.06, 0.05, 0.09, -0.15, 0.09, 0.05, -0.40, -0.09, -0.24, 0.09, -0.37, -0.05, 0.05, -0.08, 0.06, 0.04, 0.15, 0.09, -0.40, -0.45, 0.07, -0.23, 0.14, -0.45, 0.06, 0.10, 0.08, 0.08, -0.27, -0.26, 0.08, 0.10, -0.20, -0.17, 0.09, 0.07, 0.11, -0.22, 0.03, -0.19, 0.06, -0.05, 0.06, -0.20, -0.45, 0.04, 0.09, 0.11, 0.05], "homo_lumo_gap_ev": [6.541, 7.308], "charge": -1, "spin_multiplicity": 2, "e_homo_ev": [-4.48, -5.25], "s2": 0.757}

***

Entry 2:
{"formula": "C5H10O2", "method": "ωB97M-V/def2-TZVPD", "symbols": ["C", "C", "H", "H", "C", "H", "H", "C", "O", "O", "C", "H", "H", "H", "H", "H", "H"], "coordinates": [[-0.02406, 0.03600, 1.76733], [-0.19954, 0.09853, -0.86604], [-1.20179, -2.37406, 0.16147], [0.90154, 0.10940, -0.90731], [-0.73939, 0.45885, 0.51242], [-1.78236, 0.12117, 0.41759], [-0.42539, -1.29890, -2.58060], [-1.00295, -2.28693, -0.90282], [-0.55690, 0.20516, 2.83390], [2.46985, 2.46163, 0.12779], [-0.58041, -1.19470, -1.51415], [-0.91952, 1.53532, 0.56099], [-1.26467, -3.17377, -1.46769], [2.87765, 1.84644, 0.77823], [2.01728, 3.06624, 0.76495], [0.90523, -0.55159, 1.81467], [-0.47457, 0.94120, -1.50075]], "nbo_charge": [0.42, -0.45, 0.19, 0.23, -0.53, 0.25, 0.20, -0.42, -0.52, -0.93, -0.17, 0.25, 0.20, 0.47, 0.47, 0.12, 0.22], "de_lowest_ev": 2.483, "homo_lumo_gap_ev": 10.378, "charge": 0, "e_homo_ev": -9.78}

***

Entry 3:
{"formula": "C22H30ClN3O3", "method": "ωB97M-V/def2-TZVPD", "symbols": ["H", "H", "H", "C", "O", "H", "H", "H", "C", "H", "O", "C", "H", "Cl", "H", "C", "C", "C", "C", "N", "H", "C", "C", "H", "C", "C", "C", "C", "H", "C", "H", "H", "N", "N", "C", "H", "C", "H", "C", "H", "C", "H", "H", "H", "C", "H", "H", "H", "O", "H", "H", "H", "C", "H", "H", "H", "H", "C", "C"], "coordinates": [[-2.55092, 1.18161, 5.72805], [2.97975, -1.56809, -1.65717], [1.93546, 0.65056, -4.38076], [-2.53881, -0.60608, 1.72532], [-4.12799, 1.75817, 4.62168], [1.06808, -0.35885, -0.63318], [-1.28670, 2.05851, -1.05574], [-0.76691, 0.71396, -0.01306], [-2.37429, -1.55389, -0.58691], [0.07605, 1.98913, -3.39715], [4.47469, 1.88624, -2.33041], [-2.83641, -0.22635, 4.10060], [0.50591, -1.81981, -1.45372], [7.12411, -2.57717, 1.83818], [-4.17207, -0.77570, 0.32524], [-4.65389, 0.40189, 2.67014], [5.98465, -0.65231, -1.45464], [6.21946, -1.62103, 0.71720], [4.76318, -0.10491, -1.08234], [-1.34184, 0.21759, -2.01202], [-1.82725, -0.63804, 4.08035], [0.93889, -0.83102, -1.60747], [0.01487, 0.02968, -2.49351], [7.65807, -1.84876, -0.85152], [-3.10542, -0.54211, 0.30829], [6.71279, -1.41760, -0.56171], [5.01303, -1.06466, 1.11192], [4.28928, -0.30696, 0.20931], [-3.60759, 1.09492, -1.03032], [2.30277, -0.98508, -2.28292], [-5.00891, 0.48141, 1.64593], [-0.08650, -0.47928, -3.46263], [-3.34056, -0.19794, 2.73837], [2.88102, 0.30730, -2.55723], [-2.88792, 0.88099, -0.23908], [-1.69552, -1.74708, -2.62375], [0.70317, 1.37381, -2.75235], [0.86030, 1.90217, -1.81182], [-4.60290, 1.80302, 3.29991], [4.64602, -1.22285, 2.11380], [-1.47695, 1.01171, -0.79908], [-2.94237, -2.48324, -0.64827], [-3.13393, -0.74791, -2.43417], [-5.60340, 2.23601, 3.34694], [2.06247, 1.14305, -3.40958], [3.35321, 0.13548, 0.51576], [-2.12882, 1.81615, 4.11048], [-3.02886, 1.61996, 0.55196], [-1.40457, -0.99338, 1.94499], [6.36463, -0.47548, -2.44935], [-5.35190, -0.21835, 3.24682], [-3.95481, 2.45278, 2.68991], [-2.83665, 1.19088, 4.67568], [-3.48742, -0.86700, 4.70581], [-1.40929, -1.77955, -0.12978], [2.59336, 2.08581, -3.55283], [2.17362, -1.51370, -3.23728], [4.03122, 0.78963, -2.04053], [-2.15869, -0.98824, -1.99038]], "nbo_charge": [0.20, 0.23, 0.19, 0.70, -0.52, 0.21, 0.20, 0.18, -0.43, 0.22, -0.62, -0.26, 0.21, 0.01, 0.21, -0.24, -0.13, -0.04, -0.14, -0.46, 0.25, -0.43, -0.03, 0.23, -0.31, -0.24, -0.22, -0.19, 0.21, -0.21, 0.22, 0.19, -0.44, -0.43, -0.39, 0.20, -0.41, 0.20, -0.07, 0.23, -0.23, 0.21, 0.18, 0.20, -0.22, 0.22, 0.17, 0.21, -0.65, 0.22, 0.20, 0.16, -0.08, 0.19, 0.24, 0.25, 0.19, 0.67, -0.21], "de_lowest_ev": 0.506, "homo_lumo_gap_ev": 8.883, "charge": 0, "e_homo_ev": -8.22}